DFT (the ωB97M-V functional and the def2-TZVPD basis) results for CH2N2OS in the gas phase at a distorted geometry.

## Properties
Net charge = 0
Multiplicity = 1
LUMO level (alpha / beta) = -1.135 / -1.136 eV
E = -16927.087 eV
HOMO-LUMO gap (alpha / beta) = 7.9 / 7.9 eV
Energy above the lowest of the compared OMol25 structures with the same formula, charge and spin = 74.47 kcal per mole

Positions of all 7 atoms, in Å:
C  -0.234339  -0.190430  0.092754
N  -1.038973  -0.793789  0.973430
N  -1.958936  -1.591707  0.663227
O  -2.321432  -1.816127  -0.553488
S  -1.514737  -1.135715  -1.918798
H  -0.296785  0.917130  0.274454
H  0.733447  -0.562657  0.147314

Force components x, y, z for each atom (eV/Å):
C -1.641 2.182 -0.779
N -2.644 -2.527 -1.157
N 1.027 0.994 3.715
O -0.027 0.005 -2.392
S 1.376 1.004 2.495
H 0.082 -0.863 -1.085
H 1.827 -0.794 -0.795

Partial charges, Mulliken, in e: -0.249, -0.205, 0.174, -0.162, -0.064, 0.227, 0.280

DFT (the ωB97M-V functional and the def2-TZVPD basis) results for C4H8N2S in the gas phase at a distorted geometry.

## Properties
Net charge = 0
Multiplicity = 1
LUMO level = 0.445 eV
E = -18091.674 eV
HOMO-LUMO gap = 8.5 eV
SMILES = CN(C)/C=N\C=S
Energy above the lowest of the compared OMol25 structures with the same formula, charge and spin = 47.69 kcal per mole

Positions of all 15 atoms, in Å:
C  0.381245  0.743170  -1.021259
N  0.535013  -0.164279  0.083519
C  1.713831  -0.918492  -0.039844
C  -0.309878  -0.381194  1.120175
N  -1.397185  0.268184  1.405025
C  -2.454801  0.661238  0.668406
S  -3.020882  0.015591  -0.774567
H  0.014376  0.212298  -1.929597
H  -0.294866  1.591333  -0.803811
H  1.356597  1.082375  -1.402658
H  1.789188  -1.641715  0.791958
H  2.702404  -0.433973  0.039537
H  1.755064  -1.495639  -0.996541
H  -0.007673  -1.184686  1.838458
H  -2.762432  1.645790  1.021201

Force components x, y, z for each atom (eV/Å):
C -0.852 0.605 -1.379
N -0.398 0.423 0.649
C 2.002 -2.699 0.358
C -0.454 0.086 -0.122
N -0.258 -0.763 -0.698
C 1.768 0.562 -0.914
S 0.181 0.200 1.178
H -0.409 0.125 0.741
H 0.458 -0.559 -0.057
H -0.095 0.232 0.851
H -0.316 0.021 -0.463
H -0.679 0.824 -0.181
H -0.258 0.361 0.636
H 0.159 0.858 -0.685
H -0.849 -0.276 0.084

Partial charges, Mulliken, in e: -1.008, 0.075, -0.977, 0.364, -0.499, -0.213, -0.300, 0.331, 0.359, 0.336, 0.270, 0.331, 0.335, 0.253, 0.344

DFT (the ωB97M-V functional and the def2-TZVPD basis) results for C4H3FO in the gas phase at a distorted geometry.

## Properties
Net charge = 0
Multiplicity = 1
LUMO level = 0.451 eV
E = -8955.707 eV
HOMO-LUMO gap = 8.4 eV
SMILES = C=C(F)C1=CO1
Energy above the lowest of the compared OMol25 structures with the same formula, charge and spin = 106.53 kcal per mole

Positions of all 9 atoms, in Å:
C  -1.484912  0.094085  -0.675651
C  -0.626435  0.787733  0.071225
F  -0.710822  2.022860  0.641609
C  0.739574  0.098980  0.367339
C  1.834746  -0.660224  0.590405
O  0.767406  -1.451842  0.496527
H  -2.349118  0.644576  -0.959481
H  -1.066100  -0.748897  -1.223030
H  2.895660  -0.787271  0.691059

Force components x, y, z for each atom (eV/Å):
C 1.040 1.678 0.197
C 3.753 -1.346 0.837
F -0.536 -1.297 -0.815
C 0.913 -0.241 0.499
C -2.667 4.197 -0.837
O -1.074 -2.638 -0.182
H -0.950 -0.220 -0.302
H -0.550 -0.055 0.462
H 0.071 -0.077 0.141

Partial charges, Mulliken, in e: -0.771, 0.386, -0.231, -0.007, 0.049, -0.417, 0.339, 0.294, 0.358

DFT (the ωB97M-V functional and the def2-TZVPD basis) results for 4 unconnected molecules or ions with the total composition C31H37F6N2O3 at a distorted geometry.

## Properties
Net charge = +1
Multiplicity = 1
LUMO level = -4.480 eV
E = -58164.659 eV
HOMO-LUMO gap = 6.2 eV

Positions of all 79 atoms, in Å:
C  -0.416241  -5.478042  -1.392115
C  -0.131720  -5.342225  -2.891326
C  -0.726697  -4.141144  -3.629164
C  -0.799124  -4.523338  -5.151260
F  -1.780577  -5.423538  -5.342278
F  -1.049638  -3.418222  -5.886228
C  0.524412  -5.145454  -5.728603
F  0.563688  -6.472094  -5.532453
F  0.564088  -4.900296  -7.052859
F  1.603293  -4.563729  -5.162122
N  0.055013  -2.889048  -3.607248
C  -0.532202  -1.886945  -3.088378
C  -1.861086  -2.221155  -2.503960
C  -2.936435  -1.172719  -2.748455
O  -4.072608  -1.329378  -1.938318
O  -4.542754  -2.669716  -2.026462
C  -1.540585  -2.266269  -0.990226
C  -0.675804  -1.086132  -0.561963
O  -1.201989  -0.019539  -0.298602
N  0.714505  -1.320977  -0.506765
C  1.503656  -0.140058  -0.880402
C  1.110746  -1.937203  0.770013
C  -2.087369  -3.619483  -3.174904
F  -2.935495  -3.435839  -4.230429
H  -1.355399  -5.053240  -1.074848
H  0.379808  -5.083255  -0.775741
H  -0.474388  -6.532255  -1.161650
H  -0.533792  -6.217330  -3.375785
H  0.939651  -5.343783  -3.014506
H  0.974505  -2.723001  -4.003807
H  -0.048276  -0.924783  -3.080293
H  -2.529407  -0.211323  -2.458655
H  -3.225696  -1.101121  -3.791911
H  -4.502808  -2.983795  -1.115864
H  -2.437958  -2.205003  -0.391941
H  -1.017475  -3.172642  -0.712840
H  1.696977  -0.140215  -1.948729
H  1.047020  0.799460  -0.591791
H  2.473187  -0.176919  -0.410359
H  0.923981  -3.004154  0.747471
H  2.169809  -1.805925  0.924928
H  0.578563  -1.507411  1.612656
H  -2.640267  -4.244156  -2.489746
C  3.113133  2.692970  1.774439
C  3.089517  1.313293  1.926920
C  4.271005  0.616404  2.141352
C  5.476005  1.301573  2.207882
C  5.498364  2.681367  2.057793
C  4.317647  3.377482  1.838884
H  2.189919  3.234586  1.610245
H  2.145272  0.782191  1.885185
H  4.254113  -0.459962  2.261756
H  6.397063  0.760885  2.380338
H  6.437520  3.215201  2.113977
H  4.335733  4.452819  1.722047
C  -1.710033  3.084593  0.578251
C  -2.987569  2.555015  0.479614
C  -4.078376  3.289784  0.924087
C  -3.888422  4.554135  1.467650
C  -2.607849  5.080867  1.572205
C  -1.520543  4.342531  1.127605
H  -0.858303  2.513352  0.232445
H  -3.132391  1.571202  0.054683
H  -5.076035  2.877015  0.850674
H  -4.738546  5.127065  1.813450
H  -2.458149  6.064046  1.998904
H  -0.518287  4.744357  1.208310
C  0.039979  5.724634  5.962671
C  1.290320  5.448484  6.501288
C  2.106700  4.492689  5.911877
C  1.671407  3.818860  4.779830
C  0.426411  4.099185  4.239744
C  -0.393949  5.049080  4.830147
H  -0.595546  6.468229  6.425311
H  1.627893  5.978780  7.381988
H  3.078438  4.273039  6.334533
H  2.297929  3.070792  4.313782
H  0.100192  3.574028  3.350090
H  -1.367680  5.262824  4.407963

Force components x, y, z for each atom (eV/Å):
C 0.110 -0.249 -0.130
C -0.265 0.438 0.984
C 0.188 -0.283 -1.424
C -0.024 -0.194 -0.041
F 0.270 0.167 0.031
F 0.120 -0.135 0.076
C -0.399 -0.295 -1.146
F 0.212 0.943 -0.012
F 0.129 -0.328 1.056
F -0.123 -0.189 -0.128
N 0.591 0.693 0.340
C -0.559 0.131 -0.134
C 0.943 -0.394 0.000
C -0.253 0.095 -0.465
O 0.094 0.229 0.726
O 0.025 -0.322 -0.704
C 0.328 -0.184 0.874
C -0.869 0.917 0.718
O 0.678 -0.856 -0.735
N 0.096 0.389 -0.488
C 0.123 0.082 0.208
C -0.232 -0.401 -0.133
C -1.409 0.602 1.010
F 0.012 0.121 -0.387
H -0.270 0.032 0.037
H 0.163 0.311 0.106
H 0.026 -0.288 0.114
H -0.088 -0.244 -0.275
H 0.315 -0.100 -0.304
H 0.133 -0.710 -0.099
H 0.096 0.261 0.000
H -0.045 0.321 0.203
H 0.030 -0.267 -0.264
H -0.110 0.260 0.326
H -0.439 -0.002 -0.118
H 0.110 -0.148 -0.169
H -0.121 0.069 -0.306
H -0.175 0.129 0.056
H 0.263 -0.104 0.173
H -0.131 -0.273 0.049
H 0.277 0.086 -0.069
H -0.054 0.175 0.218
H 0.297 -0.517 0.162
C -0.069 -0.033 -0.094
C -0.005 -0.012 -0.005
C -0.033 -0.004 -0.023
C 0.022 -0.006 -0.009
C -0.001 -0.007 0.004
C 0.023 -0.002 -0.017
H -0.004 0.022 0.021
H -0.008 0.035 0.059
H 0.015 -0.014 0.042
H 0.011 -0.002 0.005
H 0.011 0.004 -0.001
H -0.005 0.010 0.016
C 0.053 -0.033 0.006
C -0.112 -0.010 -0.034
C 0.039 0.050 0.026
C 0.010 -0.034 0.012
C -0.046 -0.021 0.002
C 0.096 0.076 -0.007
H -0.012 -0.037 -0.006
H -0.003 -0.024 0.016
H -0.012 0.007 -0.011
H -0.009 0.007 0.003
H 0.001 0.013 -0.007
H -0.018 0.073 0.008
C 0.022 -0.006 -0.005
C -0.011 -0.001 -0.009
C -0.036 0.030 0.020
C 0.054 -0.042 0.048
C -0.012 -0.043 -0.098
C 0.000 0.045 0.011
H -0.004 0.006 0.010
H -0.002 0.004 0.012
H 0.009 0.005 0.004
H 0.065 -0.004 0.037
H -0.082 -0.010 0.028
H -0.007 -0.012 -0.004

Partial charges, Mulliken, in e: -1.417, -0.947, 1.306, 0.335, -0.278, -0.322, 0.780, -0.223, -0.250, -0.262, 0.149, -2.245, 1.769, -1.162, -0.165, -0.306, -0.264, -0.448, -0.417, 0.494, -0.945, -0.925, -0.640, -0.451, 0.511, 0.207, 0.471, 0.572, 0.462, 0.374, 0.946, 0.578, 0.387, 0.353, 0.565, -0.191, 0.204, 0.167, 0.523, 0.156, 0.459, 0.371, 0.727, -0.677, -0.116, -0.482, -0.475, -0.456, -0.477, 0.633, 0.552, 0.353, 0.374, 0.392, 0.403, 0.066, -0.329, -0.508, -0.503, -0.528, -0.593, 0.264, 0.384, 0.391, 0.377, 0.461, 0.492, -0.493, -0.361, -0.625, -0.198, -0.340, -0.450, 0.374, 0.372, 0.378, 0.418, 0.528, 0.393

Repeat the second record exactly.
DFT (the ωB97M-V functional and the def2-TZVPD basis) results for C4H8N2S in the gas phase at a distorted geometry.

## Properties
Net charge = 0
Multiplicity = 1
LUMO level = 0.445 eV
E = -18091.674 eV
HOMO-LUMO gap = 8.5 eV
SMILES = CN(C)/C=N\C=S
Energy above the lowest of the compared OMol25 structures with the same formula, charge and spin = 47.69 kcal per mole

Positions of all 15 atoms, in Å:
C  0.381245  0.743170  -1.021259
N  0.535013  -0.164279  0.083519
C  1.713831  -0.918492  -0.039844
C  -0.309878  -0.381194  1.120175
N  -1.397185  0.268184  1.405025
C  -2.454801  0.661238  0.668406
S  -3.020882  0.015591  -0.774567
H  0.014376  0.212298  -1.929597
H  -0.294866  1.591333  -0.803811
H  1.356597  1.082375  -1.402658
H  1.789188  -1.641715  0.791958
H  2.702404  -0.433973  0.039537
H  1.755064  -1.495639  -0.996541
H  -0.007673  -1.184686  1.838458
H  -2.762432  1.645790  1.021201

Force components x, y, z for each atom (eV/Å):
C -0.852 0.605 -1.379
N -0.398 0.423 0.649
C 2.002 -2.699 0.358
C -0.454 0.086 -0.122
N -0.258 -0.763 -0.698
C 1.768 0.562 -0.914
S 0.181 0.200 1.178
H -0.409 0.125 0.741
H 0.458 -0.559 -0.057
H -0.095 0.232 0.851
H -0.316 0.021 -0.463
H -0.679 0.824 -0.181
H -0.258 0.361 0.636
H 0.159 0.858 -0.685
H -0.849 -0.276 0.084

Partial charges, Mulliken, in e: -1.008, 0.075, -0.977, 0.364, -0.499, -0.213, -0.300, 0.331, 0.359, 0.336, 0.270, 0.331, 0.335, 0.253, 0.344

- Number 3 is which compound?
  C4H3FO

- multiplicity of number 1 (CH2N2OS)?
  1